Entry from OMol25: 2 unconnected molecules or ions with the total composition C2H4Cl3 (the ωB97M-V functional and the def2-TZVPD basis).

Element x y z (Å)
Cl: 3.762 -6.856 5.573
Cl: 5.907 -5.384 -0.635
C: 6.463 -5.718 1.021
C: 7.620 -4.784 1.363
Cl: 7.212 -3.086 1.232
H: 6.806 -6.752 1.065
H: 5.585 -5.581 1.653
H: 8.348 -4.891 0.559
H: 8.081 -4.938 2.339

Results
* net charge: -1
* multiplicity: 1
* LUMO energy: 2.88 eV
* orbital gap: 6.4 eV
* energy relative to the best compared isomer or geometry (same formula, charge and spin): 58.8 kJ/mol